Version w
Here is a cluster of 2 separate species, C4H10FN in total from the OMol25 dataset. Energies are from the ωB97M-V functional and the def2-TZVPD basis.

Summary:
* HOMO level: -10.022 eV
* Kohn-Sham gap: 10.874 eV

Last column: Löwdin charge in e.
Element x y z (Å)
H: -2.699 -0.087 -0.641  0.11
H: -1.864 -1.510 0.996  0.17
F: 2.661 -0.333 -0.897  -0.14
H: -0.857 1.767 -1.156  0.06
H: 1.656 1.290 -0.063  0.12
C: 0.671 -0.438 0.723  -0.21
H: -1.656 1.669 0.375  0.17
H: 0.979 -1.480 0.680  0.10
C: -1.722 -0.907 -0.354  -0.14
H: -1.779 -1.954 -1.183  0.13
N: -0.616 1.429 -0.211  -0.05
C: 1.947 0.209 0.277  -0.25
H: 0.720 0.047 1.943  0.20
H: 2.766 0.393 1.128  0.14
C: -0.443 -0.031 -0.339  -0.56
H: 0.237 -0.063 -1.278  0.15

***

Version x
Here is an isolated molecule of C4H10FN from the OMol25 dataset. Energies are from the ωB97M-V functional and the def2-TZVPD basis.

Summary:
* HOMO level: -9.579 eV
* structure (SMILES): C[C@@H](F)CCN
* Kohn-Sham gap: 10.726 eV

Last column: Löwdin charge in e.
Element x y z (Å)
N: -2.756 -0.347 -0.171  0.00
C: -1.489 0.294 0.295  -0.28
C: 1.054 0.018 0.311  -0.39
C: 2.306 -0.795 -0.062  -0.03
H: 2.354 -1.667 0.586  0.08
H: -1.428 1.355 -0.090  0.13
C: -0.297 -0.514 -0.085  -0.19
H: -0.272 -0.646 -1.153  0.12
H: 3.271 -0.242 0.033  0.09
H: -2.971 -0.054 -1.095  0.05
H: -3.554 0.014 0.343  0.06
F: 1.228 1.293 -0.235  -0.04
H: -0.475 -1.511 0.301  0.12
H: 2.295 -1.052 -1.115  0.07
H: 1.016 0.197 1.369  0.13
H: -1.440 0.379 1.376  0.11

***

How do the structures above rank in stability at the extremes? version x comes first and version w comes last.